183
Properties=species:S:1:pos:R:3:forces:R:3:mulliken_charge:R:1 method="wB97M-V/def2-TZVPD" charge=-2 e_homo_ev=-5.61 de_lowest_kcal_mol=81.4 orbital_gap_ev=7.13 total_energy_ev=-336362.5697
S 7.2299 5.9645 1.3208 1.34 -0.72 -4.34 0.905
S 5.6582 4.2875 2.3258 -0.87 -3.16 3.49 0.991
S -2.2259 -3.6104 -3.2061 -0.40 0.60 -2.52 0.768
S -1.1219 4.2977 -3.5959 0.47 0.98 -0.67 0.942
S -3.5014 -4.1972 -1.0519 -0.42 0.74 1.94 0.767
S -6.1040 3.7587 1.5753 0.74 2.01 -0.82 1.247
S -3.2822 4.2992 -1.8755 -0.25 0.48 0.08 0.698
S 0.3930 -1.7178 4.6054 0.76 -1.00 -0.96 0.987
S 1.4564 0.0489 6.0493 0.90 2.74 2.97 0.820
S 4.4404 1.1693 -3.3155 1.51 0.92 -0.17 1.014
S 3.1035 3.3830 -3.3593 -0.68 2.29 -2.13 0.945
S -8.3683 2.7654 1.7996 -2.68 -1.58 -1.03 1.270
F 0.3460 -3.8108 2.7986 0.79 -0.19 0.55 -0.199
F 2.2389 -2.6662 2.8980 0.31 -0.65 -0.65 -0.146
F -1.9659 6.3512 -5.1445 -0.32 -0.40 -0.11 -0.241
F -10.2138 4.4372 2.9107 0.11 0.18 -0.38 -0.228
F 4.2195 5.7340 -2.7115 0.20 -0.35 0.69 -0.258
F -9.8258 2.6726 4.0345 -0.23 -0.44 -0.05 -0.230
F 2.7527 4.9654 -1.2491 0.08 0.36 0.09 -0.140
F -1.5651 -3.7581 0.7149 0.54 0.60 0.42 0.309
F -0.4823 -1.5890 -3.2614 -0.01 -0.02 0.09 -0.076
F 6.0070 8.0988 0.0859 0.32 -0.19 0.08 -0.212
F -2.2960 -1.2475 -4.4123 -0.02 0.06 0.30 -0.215
F -0.7925 -2.5830 -5.1638 -0.01 -0.20 0.29 -0.248
F -1.5890 4.4663 -6.1987 0.27 0.42 -0.04 -0.221
F 7.3405 8.5092 1.7541 -0.31 0.67 0.12 -0.239
F 2.2383 2.3833 6.9758 0.32 0.12 0.29 -0.230
F -3.5576 4.3795 1.8309 0.48 0.38 0.18 -0.117
F 3.7993 1.1987 6.0027 0.05 0.80 -0.38 -0.259
F 2.2476 2.3020 4.8371 0.33 -0.10 0.17 -0.194
F -10.9340 2.5514 2.1291 0.04 0.00 0.50 -0.220
F -3.7365 6.9456 -2.4809 -0.46 -0.25 -0.07 -0.219
F -3.5225 -2.9258 1.3245 0.66 -0.38 0.01 -0.159
F -4.4741 3.9676 3.7827 0.56 -0.50 -0.18 -0.257
F -3.1034 -5.0687 1.4018 -0.23 -0.01 0.36 -0.250
F -2.0845 6.6606 -1.1856 0.26 0.06 0.65 -0.178
F 4.0703 2.6587 0.8877 -0.14 0.18 0.28 -0.130
F -4.0993 6.4250 -0.3961 0.26 -0.07 -0.27 -0.145
F 0.0389 5.7508 -5.4465 0.67 -0.40 -0.54 -0.171
F 3.6628 2.6294 3.0171 0.33 0.51 -0.60 0.058
F 3.0244 4.3211 1.8123 -0.40 0.08 -0.04 -0.292
F -4.9389 5.8002 2.8366 0.64 0.22 -0.62 -0.227
F 0.3955 -1.8469 2.0252 0.67 0.04 -0.89 0.059
F 5.3115 7.7014 2.0701 -0.03 0.54 0.32 -0.205
F 3.5979 0.9359 -0.7259 -0.52 0.22 0.16 0.571
F 4.0608 -0.9438 -1.6590 -1.03 1.07 -2.89 -0.287
F 2.1689 5.8299 -3.1793 -0.59 -0.10 0.35 -0.229
F 2.2361 -0.0358 -2.1947 0.09 0.70 0.58 0.245
O -6.3961 4.7416 0.5613 0.15 0.60 1.07 -0.635
O -4.9287 -4.0964 -0.9168 0.37 1.10 -0.43 -0.735
O 2.0042 2.6614 -2.7681 0.08 -0.13 0.07 -0.259
O 2.0098 -0.6452 7.1848 0.18 -0.09 -0.36 -0.711
O 0.3258 -2.7432 5.6225 0.78 0.70 -0.56 -0.742
O 8.1221 5.7395 2.4457 -1.83 0.68 -0.33 -0.574
O 3.0890 3.6925 -4.7879 -0.42 -0.24 1.69 -0.627
O -8.7189 3.2357 0.4529 0.41 0.12 1.72 -0.615
O 0.1045 0.5221 6.2095 0.24 -0.05 -0.30 -0.647
O 7.9002 5.9865 0.0291 -0.02 0.75 0.83 -0.703
O -0.8369 -1.0789 4.2633 0.21 0.13 -0.53 -0.542
O -2.4272 3.6750 -0.8814 -0.19 0.53 -0.37 -0.407
O 5.3583 5.1615 3.4409 -0.31 0.14 -0.59 -0.668
O -0.4528 5.1515 -2.6193 -1.39 -0.84 -0.82 -0.480
O -2.3320 -0.5903 -0.5209 -0.74 0.47 0.44 0.173
O -0.4006 3.1286 -4.0170 -1.22 -0.16 0.36 -0.672
O -8.2179 1.3094 1.8353 -0.10 1.17 0.57 -0.661
O -1.1769 -4.6001 -3.1285 0.27 0.14 0.26 -0.581
O 5.7286 0.5239 -3.2143 0.28 0.76 1.26 -0.756
O 3.8072 0.7849 -4.5488 -1.02 0.66 0.77 -0.615
O -3.0730 -5.5414 -1.3532 0.97 0.18 -0.24 -0.566
O 6.5765 3.2074 2.6759 -0.91 -0.15 -0.28 -0.685
O -5.6192 2.5542 0.9465 0.40 -0.22 1.57 -0.718
O -4.6679 3.9147 -1.8846 0.06 0.57 0.21 -0.476
O 3.8252 -0.2494 3.0929 -0.03 -0.02 0.37 1.094
O -3.7745 1.8723 -4.5424 0.70 -0.05 1.49 -0.581
O -3.3807 -3.9218 -4.0382 1.08 0.09 0.66 -0.712
N 0.6177 -6.7802 -0.2775 1.63 1.10 0.90 0.399
N 4.5205 2.8542 -2.9007 0.26 -4.29 -0.36 -0.526
N -6.1784 0.7285 -1.7286 -1.02 0.91 -1.37 0.627
N -2.6642 -2.9215 -1.8286 -1.26 -3.22 0.82 -0.540
N -7.3399 3.5889 2.6818 1.78 -0.22 -1.93 -0.698
N -2.8090 4.1132 -3.4007 2.80 0.80 1.03 -0.781
N 5.9839 4.8807 0.9614 1.21 2.63 0.35 -0.122
N 1.7708 -0.6095 4.6612 -3.16 -2.72 -0.21 -0.512
N 0.1092 1.7282 0.9385 1.35 1.36 0.21 1.237
N 5.8370 -1.5569 1.3764 -1.73 -0.83 -1.36 0.546
C 6.6604 -2.6570 0.7692 0.74 0.31 0.23 -0.998
C 1.0910 -9.5345 -1.3308 -0.94 -0.28 0.30 -0.648
C 2.0261 -3.4423 -1.5356 1.74 1.45 -1.10 -1.660
C -2.8750 -3.9287 0.7475 -1.13 -0.06 -1.77 0.412
C -1.3959 -2.1483 -4.0535 -0.33 -0.14 -0.14 0.480
C 1.1548 0.9228 1.6656 -0.20 -0.25 -1.06 -0.067
C 0.1422 -7.2463 -1.6580 -1.15 0.21 0.62 -0.249
C -0.1773 -8.7476 -1.5987 0.03 0.22 -0.76 -0.722
C 1.7808 -9.0200 -0.0676 0.25 -0.61 0.30 -0.862
C -4.8417 0.9971 -2.4113 0.13 -0.19 1.37 1.185
C -0.3597 -6.9819 0.8421 -0.66 -0.73 -1.03 -0.888
C -1.1571 0.9784 0.6042 0.90 -0.23 1.22 -0.807
C 1.8954 -7.4941 0.0896 0.41 -1.40 -1.17 -0.463
C -9.9277 3.1443 2.7910 0.63 -0.18 -0.29 0.455
C 2.1633 -4.8655 -1.0583 -1.67 -0.02 0.33 -0.193
C 6.6088 -0.2307 1.2061 -0.79 -1.33 0.84 -0.864
C -4.6128 4.5334 2.5856 -3.05 -0.75 0.29 0.344
C 0.8935 -5.2560 -0.2553 0.55 -0.46 -1.33 0.306
C 5.4693 -1.9179 2.7979 2.03 -0.38 1.14 -1.018
C 6.3797 7.7120 1.2938 0.54 -1.91 0.55 0.680
C 3.9880 3.4310 1.9916 1.65 0.14 -0.04 0.131
C -4.9348 1.6229 -3.7941 -1.59 -0.36 -2.00 -0.706
C -7.0025 2.0029 -1.6786 -0.77 -0.22 0.71 -1.057
C -0.1420 2.9014 1.8763 -1.17 -0.28 -0.97 -0.543
C -3.2993 6.2315 -1.4452 0.06 -1.28 -0.56 0.456
C 0.9263 -2.6115 2.9719 -1.82 1.35 1.48 0.068
C -1.1638 5.2719 -5.2265 -0.78 0.21 1.50 0.333
C 3.0587 5.0922 -2.5332 0.63 -0.62 -1.32 0.601
C 0.8031 2.2702 -0.2967 -0.76 0.52 -0.28 -0.258
C 4.9964 -0.7853 3.6988 -0.93 0.56 -1.68 -0.413
C 3.4912 0.2948 -1.8621 -0.04 -0.55 -2.16 -0.176
C 2.5297 1.6209 5.9362 -1.29 -1.72 0.12 0.703
C 4.5818 -1.5108 0.5030 1.21 0.42 1.11 -0.560
C -1.0071 -0.0405 -0.5138 -2.20 -0.54 -0.42 1.321
C -6.9914 -0.3172 -2.4908 0.44 0.63 1.24 -1.025
C -6.0274 0.1642 -0.3054 1.34 0.75 -1.64 -0.403
H -1.4362 0.5080 1.5501 0.00 -0.36 -0.12 0.441
H -6.3322 -1.1528 -2.7175 -0.11 -0.03 -0.05 0.316
H -0.6753 -6.5677 -1.9159 -0.43 -0.36 0.21 0.049
H -1.9732 1.6700 0.4013 0.34 0.23 -0.49 0.025
H 6.8948 -2.4115 -0.2651 0.02 0.34 0.11 0.384
H 0.6803 3.5985 1.7424 0.10 -0.15 0.44 0.145
H 3.0366 -0.3827 3.6935 0.72 0.07 -0.45 -0.500
H -4.3636 1.7041 -1.7317 0.23 -0.25 -0.06 -0.683
H 2.2315 -7.2562 1.0966 -0.29 0.33 0.00 0.330
H 6.2077 -3.6456 0.7142 -0.53 0.22 0.59 0.274
H 7.5754 -2.7022 1.3585 0.12 -0.18 -0.16 0.468
H 0.0113 -6.5234 1.7531 0.09 -0.02 -0.09 0.264
H -3.3546 2.6248 -4.0554 0.19 -0.26 -0.74 0.499
H -6.4830 2.8914 -1.3276 0.47 -0.52 0.14 0.102
H 0.7685 -10.5699 -1.1970 0.27 -0.08 0.29 0.401
H 1.6808 -3.2625 -2.5564 -1.06 -0.69 0.23 0.589
H 1.6987 -9.5869 -2.2359 0.39 0.52 0.20 0.325
H 0.8672 -7.0003 -2.4330 0.54 -0.23 0.43 0.483
H 3.0355 -3.0696 -1.7574 0.10 0.06 0.66 0.373
H 1.8201 2.5930 -0.0883 -0.02 -0.36 0.29 -0.212
H -4.3636 0.0224 -2.3267 0.50 0.13 -0.53 0.020
H -7.7115 -0.5761 -1.7183 -0.38 -0.49 -0.55 0.445
H 2.6911 -7.2636 -0.6162 -0.26 0.83 -0.01 0.454
H -0.3148 2.5305 2.8841 0.37 0.03 0.05 0.383
H -7.7878 1.7797 -0.9565 -0.09 0.24 -0.22 0.655
H 6.4321 -2.2898 3.1671 0.06 0.16 0.43 0.502
H -0.9500 -9.0225 -0.8801 0.03 0.42 0.18 0.320
H -7.4885 0.0853 -3.3674 0.25 0.13 -0.02 0.314
H -0.5005 -8.0547 0.9486 -0.07 0.10 0.34 0.618
H 4.8378 -2.7998 2.8915 -0.45 0.21 -0.85 0.254
H 3.0097 -4.9859 -0.3827 0.22 -0.03 -0.26 0.311
H -5.4097 -0.7075 -0.4912 -0.23 -0.52 0.52 0.226
H 4.0440 -2.4486 0.6115 0.08 -0.12 -0.08 0.134
H -2.4854 -1.3707 -1.0834 0.75 0.32 -0.03 0.083
H 0.6562 0.3735 2.4599 0.39 0.19 0.09 1.209
H -0.0102 -4.8062 -0.6651 0.10 0.02 -0.11 -0.744
H 2.2670 -5.4834 -1.9494 0.22 -0.20 0.16 0.371
H 1.6504 0.2903 0.9270 -0.36 -0.46 0.15 -0.397
H -5.5171 2.5497 -3.7772 0.00 -0.04 0.56 0.304
H -5.4811 0.9869 -4.5050 -0.35 -0.35 0.54 0.318
H -7.0172 0.0150 0.1119 0.10 -0.14 0.04 0.357
H 0.2923 3.1661 -0.6516 -0.35 -0.20 -0.04 0.324
H 2.7770 -9.4655 -0.1100 0.22 0.39 0.42 0.402
H 1.0230 -4.9208 0.7722 -0.18 -0.33 0.07 0.255
H 1.9549 1.5984 1.9627 -0.42 0.00 0.50 -0.955
H 5.7547 -0.0018 3.6820 0.04 0.09 0.47 0.360
H 0.7682 1.5163 -1.0730 0.26 0.11 0.06 0.032
H 1.5684 -2.6968 -0.8853 -0.16 -0.31 0.24 0.102
H 4.7808 -1.1229 4.7118 0.30 -0.20 0.04 0.393
H -0.3685 -0.9134 -0.3719 0.85 0.59 0.19 -1.326
H 5.8440 0.5396 1.1554 0.37 0.34 0.27 0.254
H -0.8757 0.4774 -1.4648 0.54 -0.19 -0.04 0.700
H 3.9478 -0.6819 0.8111 0.18 -0.21 0.29 -0.891
H -7.4570 2.2798 -2.6280 0.19 -0.53 -0.22 0.390
H 4.9194 -1.2987 -0.5100 0.71 -0.80 1.70 1.230
H 1.3300 -9.4192 0.8434 -0.27 -0.24 -0.21 0.357
H -1.0597 3.3829 1.5388 0.05 0.10 -0.09 0.018
H -0.5844 -9.1109 -2.5439 -0.05 0.49 -0.18 0.403
H -1.3081 -6.5425 0.5329 0.03 0.09 0.10 0.144
H 7.2409 -0.2169 2.0905 0.12 0.69 -0.13 0.406
H -5.4663 0.9074 0.2568 -0.23 -0.53 -0.06 0.271
H 7.2037 -0.2860 0.2999 -0.17 0.02 -0.07 0.327